19
Properties=species:S:1:pos:R:3:forces:R:3 method="wB97M-V/def2-TZVPD" charge=0 fmax_ha_per_bohr=0.0829 total_energy_ev=-9935.335 gap_ev=8.286 homo_energy_ev=-7.89
C -0.625350 -1.264497 1.524272 0.1159 -0.4830 -0.1741
C -1.578125 0.928114 0.613405 -0.0007 -0.0501 -0.5724
C -0.516539 -0.119935 0.586056 -0.4416 -1.0130 -1.0705
N 1.927879 -0.545100 0.481422 0.0695 0.0494 0.3789
C 0.824661 0.317538 0.067950 0.4626 -0.5272 -1.9809
H 1.789966 -1.487013 0.120224 -0.0844 0.1956 0.0001
H 2.797848 -0.218866 0.072460 -0.1765 0.0814 0.0490
H 1.041670 1.373490 0.240084 0.0978 -0.1283 0.2177
H 0.059029 -1.113032 2.367553 -0.1504 0.0952 -0.0633
H -1.646040 -1.440540 1.864994 0.0895 0.1550 0.0274
H -2.575563 0.492953 0.690520 0.1106 0.0307 -0.0166
H -0.282310 -2.169050 1.008293 -0.0174 0.1802 0.1711
H -1.417027 1.584063 1.478881 0.1183 -0.2067 -0.0076
H -1.501879 1.554131 -0.284737 -0.0671 -0.1107 0.1602
C 0.549843 0.817260 -2.446113 -0.1180 -0.7917 0.0335
C 0.325024 0.007800 -1.392843 2.0003 3.7053 0.6769
O -0.511845 -0.942819 -1.207556 -2.0208 -1.1759 2.1708
H 0.054909 0.615490 -3.387629 0.0164 0.0789 -0.0599
H 1.283851 1.610012 -2.397238 -0.0039 -0.0853 0.0595